Record 1
83
Properties=species:S:1:pos:R:3 method="wB97M-V/def2-TZVPD" lumo_energy_ev=-0.2 homo_lumo_gap_ev=8.544 de_lowest_kj_mol=1894.99
O -0.4767 -0.6335 -0.4319
O 1.8952 -3.9578 1.3740
H -4.0069 3.9938 -0.3817
H -2.5747 2.2233 -0.5362
H 4.4434 0.9638 2.4480
C -1.2028 0.6102 -0.1852
O 3.6161 -5.7784 1.3849
H 1.4654 -2.9326 -4.7208
H 2.0744 1.1717 2.0107
H -2.8611 0.8050 1.2653
S 3.3595 -4.4239 1.9011
S 0.8316 -0.8407 0.5896
H 0.7606 -0.5244 -2.0219
C 2.1230 0.1455 3.8744
H 5.1298 -0.8318 3.7961
H 1.5068 -2.0986 2.0228
H -1.1453 1.2522 -1.0642
H -3.1856 4.7351 0.9835
C 2.2632 1.2385 -0.9955
H -1.5740 3.1880 0.4344
H -5.5215 1.7833 -3.5536
C -0.4830 -2.7983 -3.9236
H 1.2979 1.2515 -0.4893
H 2.1976 1.1188 4.3594
H 0.0504 -2.0423 -1.3113
H 1.1209 -0.2289 4.0835
C 0.9955 -3.1281 -3.7569
H -1.1020 -3.4971 -3.3610
H -3.9561 2.5326 -3.2736
O 0.6662 0.6473 -4.0527
H -4.5924 2.9987 -1.2417
C 1.6669 -3.6549 3.5995
C -5.0023 2.0330 -1.5377
H -0.8157 1.1817 2.0391
H 2.0849 3.3171 -1.1585
O -4.3137 1.0955 -0.7718
S -3.1512 0.2716 -1.6212
O 2.2295 0.3476 -2.0975
H 1.1918 -4.1780 -3.5395
O 0.7663 0.7855 0.8450
H 3.6585 2.7752 -1.9285
C 4.1560 -0.9572 3.3227
O -1.9530 1.0388 -1.8506
H 4.0264 -1.9789 2.9658
O 0.4454 -1.5236 1.7967
H 4.0970 -0.4142 1.3318
C 0.3593 -1.5190 -2.2162
O -4.0665 0.4195 -2.9792
C -2.7508 1.8441 1.5754
H -6.0836 2.0646 -1.4042
O -3.0085 -1.1208 -1.1838
H -3.2809 3.2762 3.0864
C -0.4997 1.3383 1.0077
O 3.2061 -0.6407 4.3056
S 1.9805 0.9822 -3.5662
C -3.7955 2.5584 2.4475
C -0.6363 -1.4159 -3.3321
C 3.8546 0.0616 2.2821
H 1.8335 -0.5511 1.8627
C -2.5802 2.7698 0.4069
H -2.2590 0.3789 -0.0475
O 4.3450 -3.3806 1.6560
H -4.4436 1.9131 3.0404
C 2.3663 0.2100 2.4327
H 3.0396 0.9463 -0.2886
O 2.0607 -1.2059 -0.1100
C 2.6074 2.5572 -1.7395
O -4.6028 3.3144 1.4930
H -0.3068 2.3891 0.7915
H 0.2029 -3.2776 2.0005
H 1.7014 -2.8386 4.3210
H -1.8392 1.8274 2.1727
C -3.6085 3.8008 0.6144
H -1.6279 -1.3984 -2.8798
O 1.9044 2.4849 -2.9683
O 3.2161 0.8065 -4.2953
O 2.8720 -4.3506 3.4711
H 0.8488 -4.3305 3.8493
O 1.4357 -2.1914 -2.7875
H -0.5116 -0.5483 -3.9799
H -0.7735 -2.8470 -4.9731
C 1.2473 -3.1271 2.2737
C -4.6089 1.7175 -2.9612

***

Record 2
101
Properties=species:S:1:pos:R:3 method="wB97M-V/def2-TZVPD" smiles="O=S1(=O)OCCO1.O=S1(=O)OCCO1.O=S1(=O)OCCO1.O=S1(=O)OCCO1.O=S1(=O)OCCO1.O=S1(=O)OCCO1.O=S1(=O)OCCO1.O=S1(=O)OCCO1.C1CCOC1" lumo_energy_ev=0.0 homo_lumo_gap_ev=9.381 de_lowest_kj_mol=737.39
O 2.0949 6.4982 7.8517
C -8.3902 -2.0917 -4.8482
H -7.7868 -2.5320 -4.0544
O 4.6948 -2.4249 5.9348
H 5.6747 4.6144 -1.2571
H -7.5268 1.5673 9.0846
H 3.9472 -4.1760 5.1804
O 3.1398 -8.7417 -1.4319
H 2.9903 -1.0402 -3.9804
H 0.6099 3.4049 8.2186
H -1.9240 -0.7628 -0.7828
O 2.6611 3.9030 7.8320
H 5.8325 3.1029 -0.2779
H -3.5893 1.3553 2.2003
H -4.3811 -0.1118 2.5437
H -0.4362 0.0918 1.4723
H -1.7285 4.9124 -9.5599
O -9.2796 -3.1455 -5.1712
C -3.6017 -0.0214 0.4836
O 6.4823 -0.8210 4.9284
H -1.1471 -1.4505 1.4218
S -9.2433 -3.4373 -6.8541
H 0.5100 5.5309 -8.3681
S 6.2088 -1.6780 6.0706
C 0.2185 4.4811 -8.3991
H 6.1219 -4.9488 5.7232
C 5.2342 4.9522 0.8389
O 6.2590 -3.0515 -4.8531
H 1.1123 3.9530 -8.7311
H -7.8012 -1.0051 -6.6020
O -9.7545 4.9695 7.5231
C 3.8767 -8.2635 -3.5711
C 3.6352 -9.4196 -2.5975
H -4.2454 0.7654 0.0904
C 1.2472 3.3883 6.0294
O 4.1008 5.7365 0.5678
O -1.8293 2.2683 -6.2607
C 4.6531 -0.3338 -5.3928
C 6.1041 -3.9739 5.2359
O 1.7776 4.7128 0.3305
O -9.4852 -4.8288 -7.2488
H 2.7787 -9.9857 -2.9634
C 3.8909 -1.3835 -4.4896
H 5.2815 4.5128 1.8353
H 6.0735 5.6469 0.8070
S 6.3068 -1.8025 -4.1399
O -7.6658 -2.8727 -6.9088
H -6.4690 1.8661 7.7632
C -8.6175 1.7038 7.1911
C -3.5328 0.2877 1.9879
C 5.2797 4.0306 -0.4257
H 0.2932 3.2332 5.5253
C -7.4849 2.0544 8.1105
O 5.9615 -0.6040 -5.2242
H 4.8959 -7.9365 -3.7768
H 4.5097 -10.0348 -2.3855
C -7.4515 -1.8827 -6.0582
O -9.6100 4.0611 9.8734
O -10.0835 -2.5048 -7.6175
O 3.9632 3.6740 -0.6384
O 6.2599 -1.1033 7.4142
H -4.1157 -0.9528 0.2463
H 1.5995 2.1578 7.6337
O -0.0886 1.3867 -7.6981
H -6.4017 -1.7212 -5.8136
C 4.7061 -3.4238 4.9650
S 3.0060 5.0057 -0.4225
O 6.9629 -3.1150 5.9388
H 4.4570 0.6813 -5.0473
S 3.4443 -7.1611 -1.3037
O -9.7649 2.4164 7.7007
O 3.3239 -7.1309 -2.9797
H 4.4203 -0.5354 -6.4383
H -8.3673 2.1473 6.2273
H 1.9715 2.6531 5.6788
H -0.7920 3.5203 -10.1928
C 1.4271 3.2280 7.5194
H 3.2505 -8.3926 -4.4539
S -0.9651 2.5294 -7.3701
C -1.0698 4.0832 -9.3016
S 2.6553 5.3498 7.0473
O -1.7893 3.2232 -8.6062
H 6.4899 -4.1292 4.2284
O 7.2992 -1.4792 -3.1419
H -8.6251 0.6172 7.1059
H -8.8559 -1.1348 -4.6124
O 4.7985 -6.8870 -0.8747
O 3.9787 5.5319 6.4863
S -9.2852 3.9194 8.4315
O 2.8908 5.7469 -1.6704
O -0.0504 3.8701 -7.1001
O -2.2312 -0.1623 2.3521
C -2.1492 -0.0806 0.0369
H 4.5035 -3.0410 3.9648
C -1.3924 -0.3972 1.2861
O 1.6252 4.7490 5.9009
H -1.6183 0.8659 -0.0649
O 4.8390 -1.6107 -3.4888
O -7.6959 3.4936 8.2110
H 3.6843 -2.3576 -4.9329
O 2.3085 -6.3718 -0.6476

***

Record 3
101
Properties=species:S:1:pos:R:3 method="wB97M-V/def2-TZVPD" lumo_energy_ev=-0.1 homo_lumo_gap_ev=9.112 de_lowest_kj_mol=27.53
H -2.9563 -1.5510 6.3076
C -1.3175 -0.1422 -5.7374
O -0.8901 -0.2804 3.5560
S 2.3808 -0.0211 -0.2608
H 4.0830 1.7003 2.7651
H 5.0075 3.6380 4.2335
O -1.9323 3.3385 -0.0963
O 2.4772 -5.0778 -0.6214
O -3.7490 2.6683 -1.6907
C -3.0687 5.1896 0.8005
H 4.9735 3.9949 -3.5547
O 2.7269 6.6859 -1.2900
O 4.3629 4.8085 -0.9331
C 3.9999 4.2695 -3.1447
O 3.4932 -5.8794 1.4725
H -2.0352 -1.2250 -2.7687
H -1.1833 1.1780 -4.0670
H 0.1657 -3.4958 0.3974
O -0.3308 -3.0855 -2.6298
C 4.3880 3.8575 3.3684
O -4.6823 -2.3623 0.8291
C -1.1253 0.1006 -4.2292
O 1.2931 0.4925 -1.3574
S 2.1612 4.2932 2.4894
O 5.1825 7.1157 -1.2707
H -0.8882 4.8715 0.8001
H -2.5485 -2.6271 -4.3366
O -1.6463 -2.2430 4.8538
H 4.0943 2.8186 -1.4616
C -0.0746 -5.4683 1.3996
C -0.8280 -1.4713 6.9493
O 2.2836 -1.4607 -0.2259
H 0.9829 -3.4005 -5.1382
C 4.1741 2.7142 2.3715
H -0.1763 -2.2745 7.3045
S 2.3486 -5.3925 0.7830
H -0.3056 -5.6618 2.4519
C -4.4351 -1.0868 1.3700
H 1.6179 -3.2953 -2.1838
O 1.7650 -4.0796 1.5646
O 0.7322 -2.0404 4.0255
H 2.1494 -4.4588 -4.2772
O -4.0494 4.3971 0.1471
C -1.8034 4.3108 0.9585
H -0.3238 -0.2262 1.0844
O -0.3192 -5.3612 -1.5273
H -0.3126 1.5396 1.0827
O -0.1633 -0.7171 5.9622
O -3.9715 -2.8807 -1.5432
C -2.8240 -1.6151 -4.6236
S -0.7385 -4.6560 -2.7054
H -0.5770 1.2776 -1.2951
H -3.3688 5.4956 1.8000
O 1.0308 -6.3031 1.0358
O 0.3086 -4.9965 -3.9153
H -2.1990 -3.0924 6.6109
H 2.6268 3.8480 -1.5816
C 0.3707 -3.9963 1.3461
O -2.1027 -4.8390 -3.0957
H -1.8811 0.6911 -6.1665
S -3.4985 -2.8863 -0.1971
O 0.8088 3.9488 2.8168
C -0.0347 0.4451 -0.8496
C -2.3288 -0.5881 -3.6086
H -2.8625 6.0268 0.1375
H -3.8966 -1.6173 -4.8193
H -1.7757 3.6963 1.8581
O -3.8777 1.9321 0.6431
H 1.2997 -1.9168 -3.2845
C 1.0486 -2.9440 -3.0477
O 2.4274 5.4249 1.6507
S -3.4927 2.9439 -0.3071
S 4.0755 6.2627 -1.5735
H 3.2448 4.0417 -3.8943
O 4.1118 5.7184 -3.1089
H 4.8657 4.6878 2.8408
H -1.1375 -0.8624 7.7953
H -0.3485 -0.3054 -6.2068
H -2.4477 -1.6367 2.1079
O 3.1108 4.3300 3.7928
O -2.5607 -1.5951 0.1012
O 3.6688 0.5985 -0.4208
H -4.8962 -0.3076 0.7632
H -0.4410 -0.5277 -1.1202
H -2.4394 -0.0213 1.3926
O 2.8770 2.9805 1.8322
C 3.7125 3.8073 -1.6882
C -2.9065 -0.9981 1.3484
C -2.0121 -2.0883 6.2297
H -4.7813 -1.0686 2.4029
H -0.1674 -3.4643 2.1241
O 1.5295 0.6680 0.9528
C 0.1486 0.6566 0.6485
H -0.1910 -0.3469 -3.8953
H 5.0021 2.6846 1.6639
H -3.0278 0.1116 -3.1507
C 1.1998 -3.9297 -4.2069
S -0.4128 -1.3089 4.4360
O -2.0482 -1.3491 -5.8245
O -2.8973 -4.0623 0.3658
H -1.0215 -5.6717 0.9082

***

Record 4
66
Properties=species:S:1:pos:R:3 method="wB97M-V/def2-TZVPD" lumo_energy_ev="0.4 / -0.4" homo_lumo_gap_ev="7.994 / 5.471" de_lowest_kj_mol=0.00
H 1.3885 -2.1735 -4.5300
O 0.0333 1.5236 1.8485
H 2.0930 1.9243 -4.2653
C -3.0610 -1.4782 0.3188
H -2.2156 1.7817 1.1369
H 1.2635 1.8846 4.9886
H 0.2452 3.0638 -5.0766
C 1.4429 -0.0629 -4.2030
H 2.7295 1.8351 2.2407
C -0.1763 3.4065 3.2935
H 3.4821 -3.0890 1.2868
H -3.1411 -1.3567 -0.7691
H 2.5114 -0.2187 -4.3724
C 1.6460 -2.1903 1.9534
C -1.4840 0.2618 -4.2202
H -1.1771 -0.2502 -5.1516
H 3.6900 -1.4949 2.0509
C 1.7157 -2.7705 3.3616
H -0.2645 -3.1054 1.4736
H -2.8147 1.1870 -0.4368
C 0.7603 -3.0667 1.0798
C 0.0064 2.3211 -4.2953
H -1.6909 -0.2040 -2.0912
C -1.4038 1.7710 -4.5669
H -1.5684 0.2374 2.9275
H -0.2863 4.0806 2.4356
C 0.8289 1.3081 4.1575
H -2.1818 2.3405 -4.0255
C 0.7023 2.2132 2.9401
C 2.0749 2.6828 2.4783
H -1.0108 -2.5170 -3.5479
H 1.9811 3.3184 1.5905
C 0.6613 -1.3508 -4.4231
H -0.1541 0.9422 4.4785
H -2.5415 -0.2022 -4.1434
C -0.3808 -1.6568 -3.2472
C -2.1007 -0.5924 2.4445
H 0.2798 3.9721 4.1175
H 0.2019 -1.9815 -2.3616
O 1.0800 -0.8583 2.0794
C -2.8024 0.9972 0.6440
Si 0.4673 0.1950 0.9684
H -3.1120 -0.6293 2.8765
H -4.0720 -1.4403 0.7464
H -1.5996 -1.5412 2.6782
H -0.0726 2.9154 -3.3629
H 2.5425 3.2665 3.2838
H 1.1589 -4.0926 1.0860
O -0.8982 -0.4638 0.3045
H 1.4823 0.4526 3.9564
S 1.8901 0.6968 -0.4556
H 3.0475 -1.6011 0.3907
H 0.7167 -2.8405 3.8122
H -1.1722 3.0807 3.6216
C 1.1713 1.3409 -4.1492
H -3.8342 1.0415 1.0202
H 2.1416 -3.7836 3.3273
C 3.0518 -2.0813 1.3776
H 0.1635 -1.3284 -5.4082
C -1.1847 -0.3967 -3.0417
Zn 1.1366 0.5800 -2.4991
C -2.2111 -0.3760 0.9411
H 2.3559 -2.1565 4.0084
H -2.6390 -2.4691 0.5355
H 0.7407 -2.7238 0.0377
H -1.6329 1.9219 -5.6557

***

Record order is preserved below.
E_tot: -3807.380966, -6453.987571, -6454.257943, -3478.790050 hartree